[1]
C5H10N3O2 | ωB97M-V/def2-TZVPD

The geometry in XYZ format:
```
20
Properties=species:S:1:pos:R:3:forces:R:3
C 0.713573 -0.102525 0.195423 -0.1 -1.6 -1.5
C -1.731507 0.832294 1.878207 0.0 -0.3 -0.1
C 0.168634 -2.236136 -1.906130 0.0 0.4 0.2
C -0.316916 1.358159 1.922602 -1.7 0.5 0.3
C 1.325437 -1.272233 -1.736422 0.3 -1.0 -0.5
N 0.020328 3.316797 -1.357501 0.2 -0.2 0.3
N 0.393807 2.632142 -0.593478 -0.5 0.4 -0.6
N 0.537990 1.025886 0.912975 1.8 -0.1 1.5
O 0.801012 -1.036941 0.979539 -0.1 1.1 0.0
O 0.911926 -0.045222 -1.073635 -0.3 0.7 0.6
H -2.231769 1.112039 0.951985 0.0 0.1 0.0
H -1.717940 -0.254763 1.931216 -0.1 -0.1 0.1
H -2.307977 1.219199 2.712340 0.0 0.0 0.1
H -0.656481 -1.763413 -2.434220 0.0 0.0 -0.1
H 0.503388 -3.092069 -2.483064 0.1 -0.1 -0.1
H -0.185427 -2.594428 -0.941737 0.0 -0.1 0.0
H -0.266783 2.459069 2.013918 0.2 0.0 0.0
H 0.193937 1.103765 2.879152 0.4 0.0 -0.3
H 1.714063 -0.932328 -2.697923 -0.1 0.0 0.2
H 2.130704 -1.729292 -1.153248 -0.1 0.2 -0.1
```
Forces are in eV/Å.

The value obtained for the HOMO-LUMO gap (alpha / beta) is 7.98 / 7.98 eV. Its energy above the lowest of the compared OMol25 structures with the same formula, charge and spin is 369.2 kJ/mol. The calculation puts the max |F| at 2.4 eV/Å. The calculation puts the HOMO energy (alpha / beta) at -16.03 / -16.03 eV. As for the multiplicity: 1. The value obtained for the total energy is -13902.3315 eV. As for the total charge: +1.

[2]
C5H10N3O2 | ωB97M-V/def2-TZVPD

The geometry in XYZ format:
```
20
Properties=species:S:1:pos:R:3:forces:R:3
C 1.303513 -1.120909 -0.195967 -3.0 -1.9 2.5
C 0.365476 0.070214 0.136248 1.6 0.8 -2.6
C -0.962513 -0.178244 -0.508223 0.5 1.7 -0.1
C -1.875170 1.046298 -0.483035 -0.7 -0.7 0.0
C -1.526435 2.158835 -1.423952 0.8 1.3 1.3
N -1.794923 2.040333 -2.717366 -0.4 -1.1 -1.4
N -2.044012 1.638617 -3.721158 0.1 0.7 0.3
N -0.959873 3.372933 -1.119950 0.5 -1.8 1.5
O -0.810449 4.312874 -1.823389 -0.1 -0.3 0.5
O -0.456793 3.447421 0.186443 -0.1 0.7 -0.3
H 2.309664 -0.898345 -0.058755 1.8 0.4 0.2
H 1.140968 -1.603357 -1.187576 0.0 0.4 0.8
H 0.980447 -1.853897 0.734334 1.1 1.1 -2.7
H 0.375590 0.163898 1.203667 -0.2 0.7 0.6
H 0.711943 1.002072 -0.464769 0.1 -1.0 1.5
H -1.415981 -1.031364 -0.116351 -1.1 -1.4 0.4
H -0.650280 -0.306617 -1.508401 -0.3 -0.8 -1.5
H -2.901977 0.788259 -0.754386 0.0 -0.2 0.2
H -1.905701 1.363721 0.548392 -0.3 0.7 0.2
H -0.402722 2.601256 0.733863 -0.4 0.7 -1.6
```
Forces are in eV/Å.

The value obtained for the HOMO-LUMO gap (alpha / beta) is 8.70 / 8.70 eV. Its energy above the lowest of the compared OMol25 structures with the same formula, charge and spin is 668.9 kJ/mol. The calculation puts the max |F| at 4.3 eV/Å. The calculation puts the HOMO energy (alpha / beta) at -14.96 / -14.96 eV. As for the multiplicity: 1. The value obtained for the total energy is -13899.2248 eV. The structure (SMILES) is CCCC/C([N+]#N)=[N+](/[O-])O. As for the total charge: +1.

[3]
C5H10N3S3 | ωB97M-V/def2-TZVPD

The geometry in XYZ format:
```
21
Properties=species:S:1:pos:R:3:forces:R:3
C -2.379499 -0.903574 0.626429 -2.3 -2.2 -0.2
S -1.405526 -0.343085 1.971553 0.8 0.4 0.7
C 0.004481 0.381275 1.259167 -0.5 -0.2 -0.7
N 0.064515 0.398434 -0.095223 -1.4 -0.7 1.1
C 1.105573 0.767282 -0.749957 4.9 1.3 0.2
S 2.627006 1.394725 -0.228620 -1.9 -0.4 -0.7
N 1.191907 0.525388 -2.189949 -2.0 -0.9 1.3
C 0.387519 -0.233815 -2.846621 -2.2 -1.0 2.0
N 0.329497 -0.484135 -4.125689 -0.6 -0.7 -0.8
S 1.183971 1.055534 2.310582 0.7 0.0 -0.8
C 0.781918 0.567876 3.960994 -4.3 -1.6 0.9
H -3.464703 -1.010591 1.036215 1.8 0.9 -0.8
H -2.210041 -1.972528 0.356554 0.5 0.7 0.3
H -2.269899 -0.327406 -0.281899 -0.3 0.4 0.2
H 1.970360 0.918309 -2.596915 2.2 1.3 -1.0
H -0.381008 -0.709990 -2.134017 0.8 0.8 -1.5
H -0.530397 -0.925519 -4.447533 0.6 -0.1 0.0
H 1.053877 -0.365055 -4.824302 0.0 0.4 0.3
H 1.584195 0.836309 4.613013 0.4 0.8 0.3
H 0.658053 -0.550037 4.116006 0.3 1.1 -0.6
H -0.301801 0.980603 4.270214 2.7 -0.5 -0.4
```
Forces are in eV/Å.

The value obtained for the HOMO-LUMO gap is 7.37 eV. Its energy above the lowest of the compared OMol25 structures with the same formula, charge and spin is 2.1 kJ/mol. The calculation puts the max |F| at 5.1 eV/Å. The calculation puts the HOMO energy at -11.69 eV. As for the multiplicity: 1. The value obtained for the total energy is -42315.6887 eV. The structure (SMILES) is CSC(=NC(=S)NC=[NH2+])SC. As for the total charge: +1.

[4]
C5H10N4 | ωB97M-V/def2-TZVPD

The geometry in XYZ format:
```
19
Properties=species:S:1:pos:R:3:forces:R:3
H -3.229105 -0.956597 -0.742568 0.2 0.1 0.1
N -3.380880 -0.135852 -0.149422 0.7 0.4 0.3
C -2.305646 0.349614 0.325956 1.6 -2.2 -0.8
C -0.649721 -0.281242 0.059108 -7.3 1.8 0.9
C -0.629945 -1.636309 -0.532937 0.5 -0.4 -0.3
C 0.108144 0.713791 0.367022 6.9 -2.5 -1.1
N 0.166750 1.983699 0.828811 0.0 0.4 0.1
C 1.790186 0.022928 0.058604 -1.1 1.4 1.8
N 2.514412 0.626726 -0.926080 -0.6 0.2 0.1
N 2.376062 -0.819878 0.827477 -1.0 -0.1 -0.6
H 1.714078 -1.263476 1.465555 0.2 0.4 0.1
H -2.421004 1.213702 1.000877 0.4 -0.3 -0.3
H 0.299231 -2.193336 -0.399295 0.2 0.3 0.1
H -1.400825 -2.275561 -0.094184 -0.1 0.3 0.0
H -0.796692 -1.595350 -1.613349 -0.1 0.0 0.0
H 0.998173 2.191433 1.376197 -0.6 0.2 -0.3
H -0.620883 2.618159 0.831161 0.3 -0.3 0.1
H 2.015448 1.170967 -1.613235 0.5 -0.1 0.0
H 3.452218 0.266581 -1.069697 -0.4 0.2 -0.2
```
Forces are in eV/Å.

The value obtained for the HOMO-LUMO gap is 9.29 eV. Its energy above the lowest of the compared OMol25 structures with the same formula, charge and spin is 332.6 kJ/mol. The calculation puts the max |F| at 7.5 eV/Å. The calculation puts the HOMO energy at -8.48 eV. As for the multiplicity: 1. The value obtained for the total energy is -11304.4310 eV. The structure (SMILES) is [H]\N=C/C(C)=C(N)/C(N)=N\[H]. As for the total charge: 0.

[5]
C5H10N4 | ωB97M-V/def2-TZVPD

The geometry in XYZ format:
```
19
Properties=species:S:1:pos:R:3:forces:R:3
H -0.227185 2.280740 0.183281 1.6 0.2 -0.1
N 0.816234 2.437626 0.104669 0.2 -2.4 0.8
C 1.483010 1.302581 0.127481 -2.9 2.2 -0.8
N 0.891224 0.023583 -0.029234 -2.5 4.9 0.8
C 1.626094 -1.045089 -0.114555 2.0 -4.8 -1.4
C 2.835349 -1.252798 0.384912 1.3 -2.5 -2.3
C -0.520810 0.072070 -0.390978 -0.7 0.1 0.5
C -1.518018 -0.091903 0.793293 2.4 0.8 0.8
N -2.768321 -0.243581 0.807667 0.3 -0.2 1.4
N -3.438725 -0.319572 -0.320138 3.8 -0.4 -1.8
H 2.544540 1.395519 0.059434 0.6 -0.5 0.1
H 1.313322 -1.917585 -0.736990 -0.6 1.2 0.1
H 3.460752 -2.092610 -0.201149 -1.4 1.9 2.1
H 3.251946 -0.581847 1.063860 1.1 0.8 0.9
H -0.685743 0.943666 -1.041154 -0.1 0.1 0.5
H -0.678913 -0.701410 -1.077366 -0.3 -1.7 -1.0
H -0.993622 -0.046814 1.776843 -0.6 -0.1 -0.7
H -3.025655 0.119771 -1.115648 0.0 0.2 -0.6
H -4.365470 -0.282343 -0.274230 -4.4 0.3 0.6
```
Forces are in eV/Å.

The value obtained for the HOMO-LUMO gap is 9.24 eV. Its energy above the lowest of the compared OMol25 structures with the same formula, charge and spin is 373.9 kJ/mol. The calculation puts the max |F| at 5.6 eV/Å. The calculation puts the HOMO energy at -8.45 eV. As for the multiplicity: 1. The value obtained for the total energy is -11304.0033 eV. The structure (SMILES) is [H]/N=C\N(C=C)C/C=N\N. As for the total charge: 0.

[6]
C5H10N4O2 | ωB97M-V/def2-TZVPD

The geometry in XYZ format:
```
21
Properties=species:S:1:pos:R:3:forces:R:3
C -0.242502 -1.253665 0.705223 0.9 1.0 0.1
C -1.534320 -1.005030 0.580338 -1.5 -1.2 -0.2
C 0.626975 -0.097524 0.545033 -0.3 1.7 0.7
C 0.229111 2.160317 -0.312857 2.5 -2.0 0.3
C -3.651560 -0.842353 -0.545184 2.2 2.6 0.1
N 0.257713 1.240425 0.872963 0.2 0.0 -1.0
N 2.311529 -1.355349 -0.324638 1.3 -2.8 -1.5
N 1.863472 -0.250534 0.154305 -0.5 2.3 1.4
N -2.741084 -0.799822 0.535407 2.7 0.1 1.6
O 3.727475 -1.207103 -0.608045 -1.9 2.8 -1.5
O 2.706489 0.872841 0.248302 -2.6 0.1 0.8
H 0.352664 -2.116932 1.025445 -1.1 -0.3 -0.3
H -0.738551 2.037595 -0.791122 0.2 0.1 -0.7
H 1.207394 1.766306 -0.892113 -2.8 1.8 0.6
H 0.335193 3.150308 0.116882 0.2 0.3 -0.5
H -3.233792 -1.165955 -1.434851 0.5 -1.3 -1.8
H -4.483203 -1.249554 -0.181372 -3.4 -2.4 0.8
H -3.937297 0.173095 -0.702994 -0.3 1.0 -0.3
H -0.645783 1.353979 1.283759 -0.3 -0.8 0.7
H 4.123336 -1.891494 -0.160450 1.3 -2.5 1.8
H 3.466736 0.480439 -0.114041 2.6 -0.9 -1.0
```
Forces are in eV/Å.

The value obtained for the HOMO-LUMO gap (alpha / beta) is 7.23 / 7.23 eV. Its energy above the lowest of the compared OMol25 structures with the same formula, charge and spin is 725.8 kJ/mol. The calculation puts the max |F| at 4.2 eV/Å. The calculation puts the HOMO energy (alpha / beta) at -6.50 / -6.50 eV. As for the multiplicity: 1. The value obtained for the total energy is -15394.5216 eV. As for the total charge: 0.

[7]
C5H10N4O5 | ωB97M-V/def2-TZVPD

The geometry in XYZ format:
```
24
Properties=species:S:1:pos:R:3:forces:R:3
C 2.241605 -0.810940 -0.700582 -2.2 1.2 -1.3
C 1.697965 0.242427 0.307187 0.6 -0.8 -1.3
C 0.178760 0.356280 0.245917 0.4 2.7 -0.7
C -0.292596 1.592880 1.142158 -0.6 -1.0 -0.9
C -1.755330 1.709068 1.197920 -0.1 -1.8 -0.2
O 0.473639 2.324504 1.690292 0.6 -0.2 -0.1
N -0.487987 0.732754 -1.363238 -0.2 -0.4 1.2
O -0.628811 1.944205 -1.630433 0.4 -1.7 0.0
N -0.885645 -0.339321 -1.933258 1.1 1.0 -0.3
O -1.500446 -0.135939 -3.195238 0.4 1.4 1.8
N -0.549999 -0.794138 0.699149 -1.6 -3.5 -0.2
O -1.744910 -0.998073 0.385683 0.0 0.7 0.2
N 0.121388 -1.684354 1.302640 0.8 -0.4 0.3
O -0.635557 -2.832468 1.529582 0.7 1.3 0.1
H 1.351193 -1.392352 -0.949623 0.7 -1.2 0.4
H 3.050394 -1.251711 -0.206279 1.0 -1.4 0.2
H 2.508861 -0.492883 -1.731768 0.3 0.6 0.9
H 2.151238 1.202909 0.026042 -0.4 0.0 0.9
H 2.020540 -0.175993 1.310021 -0.7 1.2 -1.0
H -1.908395 2.532948 1.836273 -1.1 1.0 0.4
H -2.068397 1.711081 0.157911 -0.5 1.0 0.0
H -2.238556 0.744412 1.487889 0.4 0.9 0.5
H -1.104703 -0.848897 -3.679370 0.1 -0.8 -0.5
H 0.005748 -3.336400 2.071127 -0.5 0.2 -0.4
```
Forces are in eV/Å.

The value obtained for the HOMO-LUMO gap (alpha / beta) is 9.12 / 9.12 eV. Its energy above the lowest of the compared OMol25 structures with the same formula, charge and spin is 78.4 kJ/mol. The calculation puts the max |F| at 3.9 eV/Å. The calculation puts the HOMO energy (alpha / beta) at -9.68 / -9.68 eV. As for the multiplicity: 1. The value obtained for the total energy is -21535.2456 eV. The structure (SMILES) is CCC(C(C)=O)(/[N+]([O-])=N/O)/[N+]([O-])=N/O. As for the total charge: 0.

[8]
C5H10N7O | ωB97M-V/def2-TZVPD

The geometry in XYZ format:
```
23
Properties=species:S:1:pos:R:3:forces:R:3
N 1.973238 2.111823 0.133053 1.4 4.2 1.0
N 1.089261 1.188622 0.034967 0.7 -1.5 -1.3
C 0.207784 1.112680 0.925557 -2.2 0.5 1.4
N 0.093071 1.999689 2.020039 -0.2 -0.2 0.0
C -0.981770 1.637625 2.618638 -0.4 0.3 0.2
N -1.686205 0.613964 2.051802 1.8 0.9 -0.3
C -0.944979 0.197264 0.959357 -0.8 0.0 -0.1
C -1.388070 -0.768495 0.141943 1.6 0.0 -0.3
O -2.479995 -1.490217 0.486703 0.6 0.5 0.5
N -0.559734 -1.022475 -1.007529 -1.1 0.3 1.2
N -1.245053 -0.960244 -2.197610 -1.0 1.5 -1.0
C 0.748026 -1.082719 -0.995906 0.5 -0.7 2.1
N 1.356283 -1.334280 0.142953 -5.2 -0.8 1.3
H 2.894160 2.049991 -0.288504 -0.8 -0.2 -0.3
H 1.749044 3.006696 0.668204 0.5 -1.9 -0.7
H -1.434115 2.074150 3.484025 0.3 0.5 0.5
H -2.417730 0.163439 2.515978 -1.2 -0.9 0.3
H -2.860550 -2.007993 -0.203914 -0.3 -0.5 -1.1
H -1.633133 0.059752 -2.339006 1.4 -2.5 -0.2
H -0.546705 -1.338992 -2.837515 -1.0 0.7 -1.0
H 1.360406 -1.027628 -1.862756 -0.1 0.2 -0.9
H 2.261097 -1.490623 0.308879 4.2 -0.5 0.1
H 0.719732 -1.467756 0.977729 1.2 0.2 -1.4
```
Forces are in eV/Å.

The value obtained for the HOMO-LUMO gap is 7.66 eV. Its energy above the lowest of the compared OMol25 structures with the same formula, charge and spin is 153.5 kJ/mol. The calculation puts the max |F| at 5.4 eV/Å. The calculation puts the HOMO energy at -11.06 eV. As for the multiplicity: 1. The value obtained for the total energy is -17815.8291 eV. The structure (SMILES) is N/N=C1\N=CN\C1=C(/O)N(N)C=[NH2+]. As for the total charge: +1.